(1)
Here is a molecular structure, C23H19AuBN4O3S in a non-equilibrium geometry from OMol25. Energies are from ωB97M-V with the def2-TZVPD basis set.

Geometry as XYZ:
```
52
Properties=species:S:1:pos:R:3:forces:R:3
Au -0.355033 -0.655354 -1.577075 0.5 -0.6 0.6
C -1.462733 -0.754954 2.868825 0.0 -0.2 -0.2
C -1.390033 -0.834354 1.374325 1.8 0.0 1.2
N -0.257033 -0.886454 0.767625 -1.7 0.6 -2.6
N 0.943667 -0.871754 1.198325 1.6 0.1 3.2
C 1.977467 -0.764654 0.345525 -1.6 -0.2 0.3
O 1.831667 -0.746754 -0.897275 0.0 0.3 -1.8
C 3.332567 -0.723254 0.907425 0.5 -0.1 -0.2
C 4.385767 -0.688954 -0.012275 -0.2 0.0 0.1
C 5.696067 -0.673754 0.416625 0.0 0.0 0.1
C 5.970367 -0.690354 1.776225 0.0 0.0 0.0
C 4.929967 -0.733154 2.695025 0.1 0.0 0.1
C 3.613567 -0.751854 2.274025 -0.2 0.0 -0.2
C -2.594033 -0.812654 0.563625 -0.7 0.2 -0.7
C -3.863733 -0.644654 1.132325 0.4 -0.2 -0.1
C -4.979533 -0.595754 0.319525 0.1 0.0 -0.4
C -4.821733 -0.722954 -1.055875 0.0 -0.1 0.2
C -3.540033 -0.883354 -1.550875 -0.6 0.0 -0.2
N -2.471233 -0.922654 -0.772575 0.1 0.6 -0.2
H -0.456133 -0.785354 3.274025 0.0 0.0 0.0
H -2.028033 -1.597654 3.261825 -0.1 0.0 0.2
H -1.940433 0.172846 3.174325 -0.1 0.1 0.1
H 4.145467 -0.676954 -1.062375 0.0 0.0 -0.1
H 6.494067 -0.653354 -0.309675 0.1 0.0 0.0
H 6.993567 -0.665454 2.122125 0.1 0.0 0.0
H 5.145467 -0.756154 3.752225 0.0 0.0 0.1
H 2.812067 -0.789754 2.996125 -0.1 0.0 0.0
H -3.966133 -0.547454 2.199825 0.1 0.0 0.1
H -5.962933 -0.451854 0.742825 0.0 0.0 0.1
H -5.665933 -0.690054 -1.726675 0.0 0.0 -0.1
H -3.361233 -0.984754 -2.612275 -0.1 0.1 -0.1
O -1.441333 2.194646 -1.452775 -0.5 -1.0 -0.3
B -0.295533 1.439846 -1.586875 -0.3 0.0 1.0
O 0.823067 2.222646 -1.493075 0.7 -1.0 -0.3
C 0.379767 3.505046 -1.314075 -1.0 0.8 0.1
C 1.089667 4.676346 -1.128875 0.0 -0.5 -0.1
C 0.348267 5.831646 -0.931175 0.0 0.0 0.0
C -1.040533 5.811846 -0.909875 0.0 0.1 0.0
C -1.753533 4.636746 -1.084875 -0.1 -0.4 -0.1
C -1.018533 3.488746 -1.290575 1.0 0.7 0.1
H 2.165167 4.684746 -1.118375 0.2 0.0 0.0
H 0.863167 6.765346 -0.769075 0.1 0.1 0.0
H -1.582233 6.727146 -0.733075 0.0 0.1 0.0
H -2.829133 4.612546 -1.043575 -0.2 0.0 0.0
S 0.206967 -5.351154 -0.687075 -0.2 0.6 -0.3
C -1.187533 -5.175754 -1.673975 0.2 0.2 0.1
C -1.345233 -3.875254 -2.035775 -0.5 -0.7 -0.2
N -0.396033 -3.034754 -1.553275 0.3 1.3 0.0
C 0.475567 -3.669554 -0.835175 0.5 -0.7 0.4
H -1.793333 -6.023054 -1.927475 -0.2 -0.1 -0.1
H -2.135833 -3.488354 -2.651775 -0.1 0.0 -0.1
H 1.311367 -3.195854 -0.364975 0.3 0.2 0.2
```
Positions in Å, forces in eV/Å.

Values from the calculation:
- E (eV) = -51459.8938
- energy relative to the best compared isomer or geometry (same formula, charge and spin) (kJ/mol) = 228.7
- total charge = +1
- Kohn-Sham gap (spin up / spin down) (hartree) = 0.1994 / 0.2074

Results of the Löwdin charge analysis, in e, for atoms 1 through 8: atom 1 (Au): 1.1950, atom 2 (C): -0.0116, atom 3 (C): -0.2571, atom 4 (N): -0.0470, atom 5 (N): 0.0733, atom 6 (C): -0.4397, atom 7 (O): -0.0803, atom 8 (C): -0.1471



(2)
Here is 3 unconnected molecules or ions with the total composition C3H8N2O2 in a non-equilibrium geometry from OMol25. Energies are from ωB97M-V with the def2-TZVPD basis set.

Geometry as XYZ:
```
15
Properties=species:S:1:pos:R:3:forces:R:3
C -2.699885 2.107382 -0.508558 1.1 0.1 1.0
C 1.670261 0.494595 -0.827609 -1.0 0.9 1.5
C -4.086609 -0.057982 1.241368 1.0 -0.4 0.3
N -3.054258 -0.266811 2.032487 -0.8 1.3 0.7
N 2.912880 -0.108307 -1.317401 -0.6 1.5 -1.2
O -3.148808 1.559518 -1.401182 -1.2 -0.7 -1.7
O -2.145078 2.583224 0.382934 0.1 0.7 0.7
H 1.538119 0.020304 0.173599 -0.5 0.6 -0.6
H 1.766422 1.649101 -0.645517 0.2 -2.2 -0.4
H 0.696725 0.386994 -1.436045 1.5 -0.2 0.6
H -3.823964 -0.746783 0.427195 -0.6 -0.1 -0.6
H -2.268269 -0.844228 1.891069 0.9 -1.1 -0.7
H -2.910099 0.248391 2.885179 -0.5 0.4 0.2
H 2.922719 0.189494 -2.293422 0.8 -0.5 0.1
H 2.915524 -1.115668 -1.289020 -0.3 -0.1 0.0
```
Positions in Å, forces in eV/Å.

Values from the calculation:
- E (eV) = -10313.6323
- energy relative to the best compared isomer or geometry (same formula, charge and spin) (kJ/mol) = 320.3
- total charge = 0
- Kohn-Sham gap (hartree) = 0.3446

Results of the Löwdin charge analysis, in e, for atoms 1 through 8: atom 1 (C): -0.4724, atom 2 (C): -0.2413, atom 3 (C): -0.0462, atom 4 (N): -0.0360, atom 5 (N): -0.0857, atom 6 (O): 0.2114, atom 7 (O): 0.1917, atom 8 (H): 0.0612



(3)
Here is a molecular structure, C58H53N4O6P2RbS in a non-equilibrium geometry from OMol25. Energies are from ωB97M-V with the def2-TZVPD basis set.

Geometry as XYZ:
```
125
Properties=species:S:1:pos:R:3:forces:R:3
Rb -0.390315 1.408134 -0.538827 0.8 1.0 -0.2
C -3.983117 -2.222007 1.050544 0.0 -0.1 0.0
C -3.722710 -0.792391 0.581786 0.1 0.0 -0.2
C -4.898153 -0.260002 -0.216884 0.0 0.1 0.1
O -3.522986 0.048043 1.712319 -0.1 0.0 0.0
C -2.427426 -0.821192 -0.275727 0.0 -0.1 0.1
O -1.364213 -0.657161 0.389383 -1.0 -0.9 0.1
O -2.516205 -1.006400 -1.506065 0.0 0.0 0.1
H -4.864140 -2.237688 1.699876 0.0 0.0 0.0
H -3.121364 -2.586964 1.614370 0.0 0.0 0.0
H -4.146975 -2.888204 0.196997 0.0 0.0 0.1
H -5.805938 -0.282382 0.395997 0.0 0.0 0.0
H -5.037718 -0.868294 -1.109778 0.0 0.0 0.0
H -4.700131 0.769822 -0.522557 0.0 -0.1 0.0
H -2.560477 0.051967 1.845299 0.1 0.0 0.0
C -1.355514 4.564911 0.936945 0.2 0.2 0.1
C -0.793041 4.675311 2.327308 0.1 -0.1 0.0
C -0.990885 5.799934 3.164989 0.0 0.0 0.0
C -0.440969 5.785025 4.414394 0.1 -0.1 0.0
C 0.325190 4.673571 4.848972 0.0 0.0 -0.1
C 0.894963 4.612602 6.143925 0.0 0.0 0.0
C 1.638278 3.510007 6.480706 0.0 0.0 -0.1
C 1.853097 2.460825 5.569680 -0.1 0.1 -0.1
C 1.324651 2.447240 4.272833 0.0 0.1 0.1
S 1.632109 1.139734 3.182579 -0.1 0.1 0.1
C 0.506887 3.606788 3.922635 0.1 0.0 0.1
N -0.079814 3.645314 2.701706 0.1 -0.1 0.1
H -2.136057 5.300534 0.723533 0.0 0.0 0.0
H -1.751194 3.560762 0.830256 -0.2 0.0 -0.2
H -0.542945 4.698652 0.215864 -0.1 0.0 -0.1
H -1.562896 6.651189 2.808372 0.0 -0.1 0.0
H -0.576557 6.623539 5.092269 0.0 0.0 0.0
H 0.734526 5.431388 6.838363 0.0 0.0 0.0
H 2.076687 3.445634 7.472755 0.0 0.0 0.0
H 2.455768 1.610808 5.861994 0.0 0.0 0.0
C 2.321118 -2.795781 1.984264 -0.2 0.1 0.0
P 0.921500 -1.941449 1.014472 0.8 -0.5 -0.1
C -0.117825 -3.393982 0.556291 -0.1 0.0 0.0
C -0.690322 -3.557573 -0.706436 0.0 0.0 0.1
C -1.555463 -4.614976 -0.963155 0.0 0.0 0.0
C -1.880675 -5.517717 0.039967 0.0 0.0 0.0
C -1.362590 -5.334806 1.316024 0.0 0.1 0.0
C -0.499325 -4.277551 1.568818 0.0 0.0 0.0
C 1.970858 -1.674149 -0.504156 0.0 -0.1 0.1
C 2.265989 -2.661321 -1.450331 -0.1 0.1 0.0
C 3.216521 -2.449261 -2.437467 0.0 0.0 0.0
C 3.920839 -1.253480 -2.480767 0.0 0.0 0.0
C 3.651871 -0.269868 -1.545838 0.0 0.1 0.1
C 2.675886 -0.469612 -0.574511 0.0 -0.2 0.0
P 3.474377 -4.075153 1.335150 -0.2 -0.1 -0.1
C 4.475768 -4.427473 2.854050 0.0 0.0 0.0
C 4.636647 -3.516308 3.897503 0.0 0.0 0.0
C 5.438937 -3.821261 4.995624 0.0 0.0 -0.1
C 6.100211 -5.037171 5.066695 0.0 0.0 -0.1
C 5.972358 -5.944589 4.017894 0.0 0.1 0.0
C 5.179296 -5.636094 2.924112 0.0 0.0 0.0
C 2.423833 -5.602065 1.360510 0.1 -0.1 0.1
C 1.914414 -6.152234 2.540284 0.0 -0.1 -0.1
C 1.181094 -7.328425 2.520229 0.1 0.0 0.0
C 0.930583 -7.974282 1.312996 0.1 0.0 0.0
C 1.424500 -7.437964 0.133345 0.0 0.1 0.1
C 2.174918 -6.264440 0.162389 0.0 0.0 0.0
H 1.915229 -3.133277 2.943114 0.0 0.1 0.0
H 2.957257 -1.931319 2.197382 0.0 0.1 0.1
H -0.499660 -2.826262 -1.480558 0.0 0.0 0.0
H -1.992747 -4.717542 -1.950107 0.0 0.0 0.0
H -2.550921 -6.345422 -0.163949 0.0 0.0 0.0
H -1.644051 -6.005619 2.119052 0.0 0.0 0.0
H -0.122318 -4.129271 2.576508 0.0 0.0 -0.1
H 1.749089 -3.610764 -1.410046 0.0 0.0 0.0
H 3.422876 -3.229057 -3.162673 0.0 0.0 0.0
H 4.673900 -1.089165 -3.244002 0.0 0.0 0.0
H 4.197122 0.666901 -1.570762 -0.1 0.0 0.0
H 2.488504 0.310707 0.157201 0.0 0.0 0.1
H 4.128413 -2.559412 3.871630 0.0 -0.1 0.0
H 5.539596 -3.099805 5.798798 0.0 0.0 0.0
H 6.710660 -5.279326 5.928633 0.0 0.0 0.0
H 6.493240 -6.895114 4.055841 0.0 0.0 0.0
H 5.088178 -6.349980 2.111510 0.0 0.0 0.0
H 2.102535 -5.655332 3.486448 0.0 0.0 0.0
H 0.800451 -7.744172 3.447607 0.0 0.0 0.0
H 0.351687 -8.891419 1.294805 0.0 0.0 0.0
H 1.232908 -7.934064 -0.811281 0.0 0.0 0.0
H 2.577299 -5.857107 -0.760426 0.0 0.0 0.1
C -6.499432 3.161507 -3.925647 -0.1 0.0 0.1
N -5.355584 3.759029 -3.247074 0.0 0.1 -0.4
N -4.304868 2.871242 -3.008221 0.0 -0.1 0.1
C -3.779502 3.095543 -1.730859 0.0 -0.2 -0.2
O -2.799110 2.520934 -1.313381 0.1 0.2 0.3
C -4.641075 4.111093 -1.143346 0.2 -0.1 0.2
C -5.565639 4.437408 -2.058066 0.0 0.2 -0.1
C -6.690340 5.409042 -1.958801 -0.1 0.0 0.0
C -3.543009 2.339368 -4.083430 0.0 0.0 0.0
C -2.807115 1.177663 -3.862069 -0.1 -0.1 0.1
C -2.017208 0.674912 -4.885627 0.0 0.0 0.0
C -1.984260 1.293337 -6.128830 0.0 0.1 0.0
C -2.736502 2.441237 -6.344402 0.0 0.0 0.1
C -3.509969 2.975079 -5.320877 0.0 0.0 0.0
H -6.135189 2.540411 -4.738076 0.0 0.0 -0.1
H -7.120733 3.953062 -4.342318 0.0 0.0 0.0
H -7.098774 2.541202 -3.250672 0.0 0.0 0.0
H -4.498345 4.525981 -0.156483 0.0 0.0 -0.1
H -6.578184 5.995160 -1.048020 0.0 0.0 0.0
H -7.658526 4.902000 -1.923290 0.0 0.0 0.0
H -6.692768 6.086010 -2.815260 0.0 0.0 0.0
H -2.844322 0.673493 -2.901214 0.0 0.0 -0.1
H -1.418052 -0.208439 -4.695270 -0.1 0.1 0.0
H -1.366062 0.891236 -6.923159 0.0 0.0 0.0
H -2.701919 2.943610 -7.304286 0.0 0.0 0.0
H -4.059940 3.896550 -5.467223 0.0 0.0 0.0
O 1.537321 1.442925 -3.098854 0.1 0.2 0.1
C 1.866827 2.556935 -2.696643 -0.1 0.1 -0.2
N 1.123336 3.388443 -1.921543 0.2 0.4 0.0
C 1.812490 4.552883 -1.708148 0.1 -0.3 -0.2
O 1.447114 5.538201 -1.087548 0.0 0.0 0.0
C 3.166966 4.455889 -2.403448 -0.1 0.0 0.0
C 4.237611 5.319609 -2.473815 0.1 0.1 0.0
C 5.365646 4.900984 -3.185405 -0.1 0.0 0.0
C 5.395162 3.654430 -3.806997 -0.1 0.0 0.1
C 4.297682 2.792786 -3.729360 0.1 0.0 -0.1
C 3.196323 3.221563 -3.019371 0.0 -0.2 0.0
H 4.202979 6.286178 -1.983148 0.0 -0.1 0.0
H 6.232114 5.549799 -3.253490 0.0 0.0 0.0
H 6.283299 3.350339 -4.349710 0.0 0.0 0.0
H 4.306574 1.817128 -4.206107 0.0 0.1 0.1
```
Positions in Å, forces in eV/Å.

Values from the calculation:
- E (eV) = -109324.8086
- energy relative to the best compared isomer or geometry (same formula, charge and spin) (kJ/mol) = 31.9
- total charge = -2
- Kohn-Sham gap (hartree) = 0.1680

Results of the Löwdin charge analysis, in e, for atoms 1 through 8: atom 1 (Rb): 0.8753, atom 2 (C): -0.0155, atom 3 (C): -0.5409, atom 4 (C): -0.0210, atom 5 (O): -0.0190, atom 6 (C): -0.6774, atom 7 (O): -0.3357, atom 8 (O): -0.0240